Entry 1:
Below is C22H32FeGeN5O3S3 as an isolated structure, with properties calculated with ωB97M-V with the def2-TZVPD basis set.

Computed properties:
ΔE to the lowest compared entry with this formula, charge and spin = 48.7 kcal per mole
⟨S²⟩ = 6.1203
LUMO level (alpha / beta) = 2.336 / 1.648 eV
2S+1 = 5
net charge = -1
electronic energy = -160330.81581 eV
molecular weight = 639.19 g mol⁻¹

Structure (XYZ):
```
67
C22H32FeGeN5O3S3 | the OMol25 dataset | ωB97M-V with the def2-TZVPD basis set
Fe -0.27180 -0.60082 0.22472
C -0.53394 2.59401 5.42591
S -0.31926 0.88934 4.89153
C -1.15747 0.83912 3.28557
S -1.52924 2.24506 2.43364
N -1.30302 -0.41967 2.98110
N -1.58681 -0.67619 1.65065
C -2.58387 -1.51092 1.38964
C -2.69555 -1.95680 0.06953
C -3.75036 -2.73358 -0.47286
C -3.78813 -2.99324 -1.80957
C -2.76149 -2.48479 -2.64928
C -1.73541 -1.78690 -2.06877
N -1.66321 -1.54403 -0.75042
H 0.14302 2.73916 6.26898
H -0.28451 3.27182 4.61185
H -1.55679 2.78996 5.74469
H -3.25915 -1.81678 2.18003
H -4.52684 -3.09289 0.19183
H -4.59754 -3.57797 -2.22890
H -2.76586 -2.65213 -3.71716
H -0.91250 -1.40129 -2.66098
O 0.99057 -0.30919 -1.28522
N 0.77338 0.52883 -2.23145
N -0.33441 1.44987 -1.73621
O -0.97123 1.13816 -0.68911
C -0.60564 2.60841 -2.43512
C -1.57011 3.49200 -1.93035
C -1.83710 4.65667 -2.62486
C -1.16118 4.95369 -3.80581
C -0.20525 4.07113 -4.29286
C 0.08451 2.89443 -3.61908
H -2.07257 3.24639 -1.00459
H -2.57964 5.34362 -2.23770
H -1.38005 5.86916 -4.34130
H 0.32302 4.29722 -5.21105
H 0.82194 2.19874 -3.98896
O 1.00027 0.33633 1.45331
S 2.43106 0.65403 1.07633
C 2.35934 2.33109 0.40129
C 2.03125 3.20994 1.59902
C 3.02615 2.78769 2.67672
C 3.06273 1.25389 2.67807
H 1.61115 2.31952 -0.38946
H 3.34012 2.54776 -0.03446
H 1.00270 3.01195 1.91534
H 2.11629 4.26964 1.35203
H 2.74632 3.16065 3.66258
H 4.01927 3.18049 2.43909
H 2.34214 0.82640 3.37937
H 4.04929 0.83178 2.86497
C 2.37044 -4.86315 0.36950
Ge 1.02970 -3.70723 -0.50754
C -0.49807 -4.86475 -0.94044
C 1.85049 -3.10707 -2.18687
C 0.52645 -2.33267 0.77366
H 2.63089 -5.71357 -0.26650
H 1.98045 -5.24536 1.31577
H 3.28229 -4.29952 0.58130
H -0.14624 -5.85666 -1.23616
H -1.09710 -4.44910 -1.75266
H -1.14609 -4.97403 -0.06806
H 2.20262 -3.97897 -2.74566
H 2.69726 -2.44843 -1.99000
H 1.13994 -2.55557 -2.80269
H 1.39942 -2.07486 1.38133
H -0.19706 -2.80978 1.44276
```

Entry 2:
Below is a 3-piece molecular cluster, C22H32IN3O9 overall at a distorted geometry, with properties calculated with ωB97M-V with the def2-TZVPD basis set.

Computed properties:
LUMO level = -0.018 eV
2S+1 = 1
electronic energy = -54325.27960 eV
molecular weight = 609.41 g mol⁻¹

Structure (XYZ):
```
67
C22H32IN3O9 | the OMol25 dataset | ωB97M-V with the def2-TZVPD basis set
C 4.33462 -1.59752 1.18621
O 3.98644 -0.43627 0.39415
C 3.24985 -0.78049 -0.79806
C 1.64829 -0.71560 -0.66259
C 1.09501 -0.24296 0.76478
C -0.30344 0.55271 0.69933
N -1.34202 0.18253 1.65038
C -2.54008 1.03597 1.48833
C -3.90193 1.03639 2.32520
C -4.61149 -0.39400 2.41980
O -4.05554 -1.26339 3.17824
N -5.81151 -0.82798 1.69841
C -6.57436 0.30429 1.09184
C -5.41506 -1.82846 0.64563
C -2.08175 1.94398 0.32454
C -3.09165 3.10007 -0.18847
C -2.88629 4.34748 0.83730
O -3.82266 5.02620 1.31914
I -0.80506 4.81635 1.38220
N -0.73549 1.63907 -0.13592
C 0.06530 2.31408 -1.19937
O 1.11096 2.96810 -0.87860
O -0.31067 2.30541 -2.54790
H 3.53061 -2.41187 1.21043
H 4.45021 -1.22910 2.27926
H 5.36727 -2.04226 0.90475
H 3.55527 -0.00939 -1.60498
H 3.53766 -1.81915 -1.22848
H 1.25538 -1.78598 -0.88397
H 1.23026 -0.06580 -1.52044
H 0.88934 -1.20025 1.38547
H 1.80444 0.40772 1.37928
H -1.29730 -0.55213 2.36973
H -3.60523 1.32286 3.41032
H -4.55983 1.89069 1.94920
H -6.76311 1.08119 1.92000
H -7.58633 -0.10410 0.71034
H -6.03393 0.82844 0.22085
H -5.99722 -2.81187 0.84450
H -5.71400 -1.38252 -0.37402
H -4.29905 -2.06816 0.69937
H -2.78812 3.42514 -1.24918
H -4.18366 2.72726 -0.19106
O 6.92793 -0.39527 -0.04372
C 7.05076 0.79354 0.10492
O 7.53200 1.37421 1.23824
C 7.43976 2.79778 1.11734
C 7.38211 3.06811 -0.36756
C 6.65975 1.84704 -0.89404
H 6.53723 3.13407 1.63652
H 8.31002 3.26321 1.58403
H 6.88939 4.01011 -0.61486
H 8.39650 3.10007 -0.77850
H 5.57457 1.97419 -0.87137
H 6.99614 1.58189 -1.89644
O -3.85365 -1.74661 -1.89014
C -3.02212 -2.61556 -1.96035
O -2.26898 -3.03591 -0.90631
C -1.31050 -3.99715 -1.36203
C -1.87839 -4.54548 -2.64978
C -2.62947 -3.35610 -3.20867
H -0.35250 -3.49000 -1.51267
H -1.18343 -4.77549 -0.60721
H -1.11526 -4.93869 -3.32374
H -2.58301 -5.35404 -2.42978
H -1.98480 -2.71538 -3.81513
H -3.50819 -3.66521 -3.77468
```

Entry 3:
Below is C22H32N2O2PS4Ti as an isolated structure at a distorted geometry, with properties calculated with ωB97M-V with the def2-TZVPD basis set.

Computed properties:
LUMO level = -3.849 eV
2S+1 = 1
net charge = +1
electronic energy = -106151.96665 eV
molecular weight = 563.62 g mol⁻¹

Structure (XYZ):
```
64
C22H32N2O2PS4Ti | the OMol25 dataset | ωB97M-V with the def2-TZVPD basis set
Ti -0.39121 -0.10388 -0.60899
C 2.81210 0.60145 -0.27039
N 1.83620 0.51424 -1.37572
C 1.79452 1.84510 -2.04496
C 0.57270 1.94154 -2.93516
N -0.66466 1.68006 -2.23648
C -1.12100 2.93697 -1.48885
C -1.79921 1.29191 -3.05225
C -1.98511 1.53422 -4.42208
C -3.10922 1.05224 -5.11005
C -4.03361 0.27574 -4.45619
C -3.86369 -0.07050 -3.12088
C -2.80410 0.50438 -2.39190
S -2.67190 0.10953 -0.64713
C 2.29508 -0.55677 -2.28896
C 3.64176 -0.52292 -2.67716
C 4.13735 -1.43406 -3.60514
C 3.29086 -2.30193 -4.24300
C 2.02443 -2.50976 -3.68995
C 1.45348 -1.61097 -2.79960
S -0.19325 -1.93558 -2.19840
H 3.84736 0.91648 -0.58738
H 2.80284 -0.40901 0.24020
H 2.44626 1.42054 0.35227
H 2.70099 1.97406 -2.66979
H 1.94060 2.60572 -1.24025
H 0.63935 1.17286 -3.68260
H 0.53896 2.94768 -3.41778
H -1.20703 3.72969 -2.17866
H -0.36016 3.17573 -0.77871
H -2.03409 2.65490 -0.92773
H -1.17912 2.10757 -4.93408
H -3.18342 1.22182 -6.18691
H -4.92959 -0.10272 -4.95515
H -4.43784 -0.83898 -2.63250
H 4.25394 0.24874 -2.27434
H 5.22061 -1.38649 -3.77990
H 3.62446 -2.89438 -5.06682
H 1.38820 -3.35280 -4.00801
C -2.57889 -2.48740 4.50403
C -2.97787 -1.01623 4.22265
C -2.65014 0.03661 5.22642
O -2.29457 -0.49960 2.85699
P -0.80665 -0.56657 2.32495
S -0.19367 1.24340 1.46816
S -0.60918 -1.87736 0.81538
O 0.14790 -1.06241 3.50030
C 1.48675 -0.35250 3.89876
C 1.14544 0.67397 4.92407
C 2.30219 -1.52294 4.40583
H -3.26530 -3.04984 5.14552
H -1.56772 -2.40445 4.93020
H -2.44483 -3.00275 3.56806
H -4.04112 -0.95341 3.91016
H -1.56713 0.31599 5.19102
H -2.93714 -0.34150 6.22352
H -3.19493 0.98694 5.13476
H 1.87197 0.06555 2.93493
H 0.79437 0.17056 5.84501
H 0.44894 1.42342 4.56039
H 2.09100 1.24827 5.12946
H 1.68594 -1.99931 5.18883
H 3.25557 -1.14667 4.80283
H 2.60518 -2.31416 3.67920
```